1.
Below is a cluster of 3 separate species, C4H13N3 in total in a non-equilibrium geometry, with properties calculated with wB97M-V/def2-TZVPD.

Last columns: bonded neighbours and bond lengths (Å).
CARTESIAN COORDINATES (ANGSTROEM)
1 H 2.3901 2.1394 -0.8649  C19 1.095
2 H -0.1692 -2.6996 0.7322  C17 1.094
3 N -2.1322 0.2031 -0.5020  N5 1.287, H7 1.027
4 H 1.1523 -1.5398 0.8830  C17 1.093
5 N -2.2653 0.4445 0.7548  N3 1.287, H13 1.030
6 H 0.6848 -1.0185 -1.4376  C15 1.084
7 H -2.6050 -0.6619 -0.7895  N3 1.027
8 H 2.2078 0.5161 -1.5214  C19 1.090
9 N 0.1228 1.4668 0.8728  C12 1.323, H14 1.014, H16 1.093
10 H -0.9224 -1.6753 -1.3372  C15 1.086
11 H -0.1443 1.4454 -1.1397  C12 1.081
12 C 0.5509 1.1983 -0.3494  N9 1.323, H11 1.081, C19 1.493
13 H -2.7264 -0.3013 1.2960  N5 1.030
14 H 0.7473 1.2268 1.6342  N9 1.014
15 C -0.1661 -1.1347 -0.7769  H6 1.084, H10 1.086, C17 1.491
16 H -0.9334 1.2529 1.0541  N9 1.093
17 C 0.1037 -1.6491 0.5960  H2 1.094, H4 1.093, C15 1.491, H18 1.111
18 H -0.4860 -1.0794 1.3459  C17 1.111
19 C 2.0126 1.1354 -0.6460  H1 1.095, H8 1.090, C12 1.493, H20 1.092
20 H 2.5779 0.7309 0.1958  C19 1.092

Its relative energy (zero: lowest compared OMol25 entry of this formula, charge and spin) is 119.6 kcal/mol. The value obtained for the HOMO-LUMO gap (alpha / beta) is 7.5510 / 7.5495 eV. Its highest occupied orbital energy (alpha / beta) is -6.55 / -6.55 eV. As for the strongest force on any atom: 0.0238 Eh/bohr.

2.
Below is a cluster of 2 separate species, C4H13N3 in total in a non-equilibrium geometry, with properties calculated with wB97M-V/def2-TZVPD.

Last columns: bonded neighbours and bond lengths (Å).
CARTESIAN COORDINATES (ANGSTROEM)
1 N -0.3539 -0.9139 1.2007  H4 1.012, C19 1.355, N20 1.400
2 H 2.9398 0.1742 -1.6187  C3 1.096
3 C 2.2757 -0.1464 -0.8080  H2 1.096, H13 1.093, C15 1.523, H18 1.093
4 H 0.3247 -1.5922 1.5222  N1 1.012
5 H 0.9170 1.5595 -0.9366  C15 1.097
6 N -1.0357 1.2514 1.8152  H10 1.018, H17 1.013, N20 1.427
7 H 0.5342 0.6383 0.5669  N20 1.214
8 H -0.4609 -2.0486 -0.4958  C19 1.089
9 C -1.9648 -0.4617 -0.6538  H11 1.085, H14 1.090, H16 1.096, C19 1.497
10 H -1.0497 1.9366 1.0618  N6 1.018
11 H -2.1525 0.5341 -0.2664  C9 1.085
12 H 0.4182 0.2069 -1.8669  C15 1.089
13 H 2.2329 -1.2383 -0.8433  C3 1.093
14 H -1.9055 -0.4252 -1.7421  C9 1.090
15 C 0.8839 0.4636 -0.9164  C3 1.523, H5 1.097, H12 1.089
16 H -2.8248 -1.0869 -0.3884  C9 1.096
17 H -0.8767 1.7465 2.6843  N6 1.013
18 H 2.7560 0.1208 0.1372  C3 1.093
19 C -0.7140 -1.0677 -0.0968  N1 1.355, H8 1.089, C9 1.497
20 N 0.0561 0.3491 1.6448  N1 1.400, N6 1.427, H7 1.214

Its relative energy (zero: lowest compared OMol25 entry of this formula, charge and spin) is 119.2 kcal/mol. The value obtained for the HOMO-LUMO gap is 8.7969 eV. Its highest occupied orbital energy is -7.81 eV. As for the strongest force on any atom: 0.0299 Eh/bohr.

3.
Below is the molecule C4H13N3 in a non-equilibrium geometry, with properties calculated with wB97M-V/def2-TZVPD.

Last columns: bonded neighbours and bond lengths (Å).
CARTESIAN COORDINATES (ANGSTROEM)
1 H -2.6015 1.3505 0.4815  C20 1.099
2 H -2.8861 0.5006 -1.4516  N9 1.017
3 H -2.0266 -0.0403 1.3539  C20 1.096
4 H 0.1565 -1.7692 1.4933  N5 0.996
5 N 0.5284 -0.8449 1.4988  H4 0.996, C10 1.447, H13 1.003
6 N 2.6345 -0.7490 -1.0640  H11 1.008, H18 1.011, C19 1.457
7 H 1.6613 0.9873 -1.0499  C19 1.099
8 H -0.1822 1.8031 0.4832  C15 1.092
9 N -2.6386 -0.1982 -0.7551  H2 1.017, H16 1.017, C20 1.496
10 C 0.4438 -0.2651 0.1761  N5 1.447, H12 1.088, C15 1.550, C19 1.537
11 H 3.5566 -0.4320 -1.3181  N6 1.008
12 H 0.1209 -1.0713 -0.4787  C10 1.088
13 H 1.0390 -0.5400 2.3060  N5 1.003
14 H -0.5765 1.1883 -1.0851  C15 1.098
15 C -0.5485 0.9081 -0.0238  H8 1.092, C10 1.550, H14 1.098, C20 1.521
16 H -3.5614 -0.5120 -0.4645  N9 1.017
17 H 2.3039 0.7128 0.5345  C19 1.093
18 H 2.6948 -1.6983 -0.7215  N6 1.011
19 C 1.8283 0.1969 -0.3042  N6 1.457, H7 1.099, C10 1.537, H17 1.093
20 C -1.9466 0.4728 0.3889  H1 1.099, H3 1.096, N9 1.496, C15 1.521

Its relative energy (zero: lowest compared OMol25 entry of this formula, charge and spin) is 26.4 kcal/mol. The value obtained for the HOMO-LUMO gap is 9.7398 eV. Its highest occupied orbital energy is -8.58 eV. Its SMILES is NCC[C@H](N)CN. As for the strongest force on any atom: 0.0529 Eh/bohr.

4.
Below is the molecule C4H13N3 in a non-equilibrium geometry, with properties calculated with wB97M-V/def2-TZVPD.

Last columns: bonded neighbours and bond lengths (Å).
CARTESIAN COORDINATES (ANGSTROEM)
1 H -0.0219 -0.8239 -1.5764  C11 1.093
2 H 2.1649 -0.0154 -2.1518  C7 1.089
3 H 1.0866 -1.5123 -0.3471  C11 1.095
4 H -0.8547 1.8337 -0.1649  N13 1.002
5 H -0.3109 -2.0631 1.2446  C10 1.087
6 H 1.2497 2.3833 -0.8762  N19 1.015
7 C 1.7147 0.3546 -1.2321  H2 1.089, C11 1.514, H17 1.094, N19 1.487
8 H -1.6849 -1.5933 0.3169  C10 1.096
9 H 1.8797 2.1283 -2.1972  N19 1.024
10 C -0.9958 -1.2334 1.0894  H5 1.087, H8 1.096, N15 1.426, C16 1.562
11 C 0.6411 -0.5920 -0.7393  H1 1.093, H3 1.095, C7 1.514, C16 1.536
12 H -2.6387 -1.1309 2.3372  N15 1.009
13 N -1.2261 0.9257 0.0372  H4 1.002, C16 1.452, H18 1.006
14 H -1.2820 -0.9252 3.1643  N15 1.007
15 N -1.6918 -0.7938 2.2542  C10 1.426, H12 1.009, H14 1.007
16 C -0.2242 -0.0565 0.4109  C10 1.562, C11 1.536, N13 1.452, H20 1.063
17 H 2.5364 0.5470 -0.5361  C7 1.094
18 H -1.8844 0.5459 -0.6220  N13 1.006
19 N 1.1682 1.6848 -1.6087  H6 1.015, C7 1.487, H9 1.024
20 H 0.3741 0.3366 1.1973  C16 1.063

Its relative energy (zero: lowest compared OMol25 entry of this formula, charge and spin) is 21.6 kcal/mol. The value obtained for the HOMO-LUMO gap is 9.4146 eV. Its highest occupied orbital energy is -8.32 eV. Its SMILES is NCC[C@@H](N)CN. As for the strongest force on any atom: 0.0304 Eh/bohr.